DFT (ωB97M-V/def2-TZVPD) results for a cluster of 10 separate species, C12H47N3O10 in total at a distorted geometry.

Values from the calculation:
SMILES string: COC[C@H](C)N.COC[C@H](C)N.COC[C@H](C)N.O.O.O.O.O.O.O
Energy, Ha: -1402.012058
Highest occupied orbital energy, Eh: -0.335
ΔE to the lowest compared entry with this formula, charge and spin, kcal/mol: 17.0

Last column: Mulliken charge in e.
Atoms and positions in Å:
C 1.0231 -3.2897 3.0046  -0.61
O 2.1936 -2.6910 2.5188  -0.40
C 2.3437 -3.0128 1.1569  -0.32
C 3.6674 -2.6273 0.5575  0.54
C 4.9002 -3.3966 1.0432  -1.50
N 3.9282 -1.1706 0.5018  -0.62
H 0.1542 -2.8934 2.4631  0.07
H 0.7873 -3.0490 4.0435  0.25
H 1.0642 -4.3816 2.9590  0.38
H 2.1880 -4.0864 0.9755  0.49
H 1.5087 -2.5510 0.6059  0.11
H 3.6214 -2.9487 -0.4957  0.13
H 5.0421 -3.3502 2.1234  0.29
H 5.7859 -2.9572 0.5831  0.40
H 4.8082 -4.4375 0.7331  0.36
H 3.0578 -0.6865 0.2955  0.18
H 4.5504 -0.9998 -0.2799  0.30
C -2.5373 -2.1993 6.1917  -0.91
O -2.1390 -1.5466 5.0329  -0.16
C -2.5992 -0.2256 4.9325  -0.86
C -1.8041 0.6709 3.9799  0.40
C -1.9114 0.1861 2.5433  -1.18
N -0.3767 0.7270 4.3547  -0.61
H -2.4892 -3.2825 6.0919  0.23
H -3.5918 -2.0040 6.4545  0.36
H -2.0036 -1.8816 7.0985  0.34
H -3.6036 -0.2756 4.4756  0.35
H -2.7451 0.2921 5.8877  0.48
H -2.2647 1.6565 4.0691  0.35
H -2.9490 -0.0007 2.2594  0.49
H -1.3252 -0.7148 2.3376  -0.04
H -1.4990 0.8797 1.8059  0.31
H -0.2908 1.2051 5.2477  0.26
H -0.1189 -0.2437 4.5295  0.14
C -0.9818 2.7285 -3.0535  -0.70
O -1.1704 3.4070 -4.2706  -0.36
C -2.1448 2.7558 -5.0706  -0.53
C -2.3620 3.5665 -6.3507  0.41
C -3.1164 4.8727 -6.1129  -1.41
N -2.9981 2.8241 -7.4263  -0.69
H -0.3577 3.3169 -2.3859  0.32
H -0.5362 1.7463 -3.2228  0.23
H -1.9016 2.6377 -2.4611  0.36
H -1.7614 1.7675 -5.3653  0.30
H -3.0417 2.6233 -4.4524  0.29
H -1.3708 3.9264 -6.6431  0.23
H -2.5909 5.5813 -5.4799  0.34
H -4.1462 4.6655 -5.8045  0.34
H -3.2404 5.3584 -7.0856  0.37
H -2.4879 1.9716 -7.6209  0.27
H -3.9480 2.5837 -7.1675  0.25
O 1.7684 2.1531 -1.6488  -0.64
H 2.1476 2.2548 -0.7357  0.27
H 2.1669 2.8605 -2.1664  0.29
O 1.6599 0.9356 2.3441  -0.73
H 0.8810 1.1504 2.9014  0.44
H 1.2824 0.5241 1.5440  0.32
O 1.9000 -0.9688 -3.0941  -0.70
H 2.7793 -1.1277 -2.7315  0.30
H 1.7315 -0.0271 -2.9189  0.29
O -1.3637 -3.8102 0.0414  -0.64
H -0.9693 -3.0790 -0.4725  0.38
H -1.5359 -3.4312 0.9100  0.32
O -0.3416 -1.8003 -1.6587  -0.71
H 0.3172 -1.8590 -2.3806  0.28
H -1.1777 -1.5916 -2.0974  0.29
O 0.5483 0.2267 -0.0915  -0.18
H 0.9313 0.8572 -0.7134  0.25
H 0.3173 -0.5605 -0.6299  0.22
O 2.8142 2.3965 0.9367  -0.80
H 3.6938 2.0217 1.0605  0.31
H 2.2292 1.8280 1.4937  0.44

Cartesian forces (eV/Å) of the 3 atoms listed first:
-0.7 0.2 0.3
0.4 -0.2 0.4
-0.5 -0.1 -0.2



DFT (ωB97M-V/def2-TZVPD) results for a cluster of 12 separate species, C12H48N10O12 in total at a distorted geometry.

Values from the calculation:
SMILES string: NC(N)=O.NC(N)=O.NC(N)=O.NC(N)=O.NC(N)=O.CO.CO.CO.CO.CO.CO.CO
Energy, Ha: -1936.274465
Highest occupied orbital energy, Eh: -0.311
ΔE to the lowest compared entry with this formula, charge and spin, kcal/mol: 195.5

Last column: Mulliken charge in e.
Atoms and positions in Å:
N 20.3290 2.8190 5.0860  0.37
C 20.6010 3.9690 5.6210  0.23
N 21.5630 3.9500 6.4920  -0.24
O 19.8700 5.0880 5.3320  -0.78
H 19.7610 2.7880 4.2380  -0.18
H 20.9670 1.9890 5.1910  0.14
H 21.8600 4.8610 6.7880  0.27
H 22.2150 3.1870 6.6210  0.30
N 22.4520 1.2370 9.3150  -0.52
C 22.2690 -0.0650 9.0640  0.41
N 21.2080 -0.2830 8.4300  -0.11
O 23.1030 -1.0720 9.2700  -0.76
H 23.3880 1.3790 9.7950  0.29
H 21.7500 2.0320 9.2280  0.66
H 21.0330 -1.2450 8.1280  -0.02
H 20.3810 0.2160 8.5410  -0.05
N 21.8830 0.6570 5.7020  0.71
C 23.0460 1.2720 5.7660  0.67
N 23.3500 1.8580 6.8880  -0.43
O 23.8140 1.5070 4.6710  -0.82
H 21.4920 0.1460 4.8700  -0.03
H 21.5290 0.3360 6.5810  -0.86
H 24.2940 2.4160 6.8100  0.25
H 22.9760 1.7090 7.8710  0.25
N 20.6160 3.0560 8.8290  -0.10
C 20.7990 3.9540 9.7650  0.51
N 20.8180 3.5760 11.0110  -0.43
O 21.1980 5.2370 9.4110  -0.70
H 20.7770 3.4040 7.8690  0.07
H 19.7470 2.4940 8.8060  0.05
H 21.3220 4.3430 11.5440  0.29
H 20.8900 2.6220 11.3400  0.27
N 20.0780 3.1180 0.5250  -0.38
C 19.7970 2.4390 1.5420  0.39
N 20.0690 1.1850 1.3930  -0.27
O 19.0700 2.9970 2.6040  -0.67
H 19.8090 4.0910 0.5870  0.31
H 20.6780 2.9090 -0.2850  0.18
H 19.8460 0.5880 2.1730  0.22
H 20.8200 0.9450 0.7330  0.23
C 18.7450 0.0130 5.9390  1.98
O 19.1370 1.0570 6.8580  0.94
H 19.2880 -0.8900 6.4420  -1.49
H 19.0790 0.2440 4.9130  -0.96
H 17.7140 -0.2630 5.9080  0.25
H 19.4930 1.7940 6.3740  -0.29
C 15.5890 0.8870 7.5880  -0.58
O 16.6980 1.5320 8.1050  -0.57
H 14.7300 1.5180 7.5390  0.31
H 15.3560 0.0850 8.2620  0.37
H 15.7110 0.3370 6.6520  0.07
H 17.4300 1.4220 7.4680  0.19
C 17.6260 -3.0030 7.6380  -0.37
O 16.8290 -3.1930 6.5060  -0.51
H 18.4120 -3.7520 7.6830  0.16
H 16.9640 -3.0470 8.5020  0.45
H 18.1270 -2.0160 7.7060  0.08
H 15.9550 -2.8210 6.7440  0.31
C 17.3620 3.3690 5.6420  0.67
O 15.9710 3.5470 5.5170  -0.62
H 17.6490 3.7100 6.6880  0.14
H 17.8780 3.9120 4.8850  0.58
H 17.6130 2.3730 5.6460  -1.09
H 15.6880 3.1330 4.7110  0.35
C 16.9530 0.6960 3.3570  -0.32
O 15.6540 1.1180 3.7700  -0.51
H 17.1620 -0.3220 3.5850  0.33
H 17.6580 1.3680 3.8140  -0.02
H 16.9790 0.7410 2.2810  0.43
H 14.9560 0.6330 3.4030  0.25
C 21.8630 -0.5850 2.7740  -1.11
O 20.6090 -0.5490 3.4480  -0.42
H 21.8420 -0.6880 1.6440  0.28
H 22.4410 -1.4060 3.1290  0.35
H 22.3400 0.4110 2.9090  0.48
H 20.1880 -1.4300 3.2020  0.22
C 20.9850 -2.8710 6.1530  -0.54
O 21.1310 -3.0560 7.5470  -0.63
H 21.2770 -3.7940 5.6750  0.56
H 21.5370 -2.0100 5.8210  0.03
H 19.9030 -2.8230 5.8120  0.17
H 21.1810 -4.0300 7.6800  0.35

Cartesian forces (eV/Å) of the 3 atoms listed first:
-0.7 -3.8 -1.7
-4.8 6.9 -2.8
2.2 1.6 1.9



DFT (ωB97M-V/def2-TZVPD) results for a cluster of 12 separate species, C12H48N8O16 in total at a distorted geometry.

Values from the calculation:
SMILES string: NC(N)=O.NC(N)=O.NC(N)=O.NC(N)=O.OCCO.OCCO.OCCO.OCCO.O.O.O.O
Energy, Ha: -2127.849166
Highest occupied orbital energy, Eh: -0.341
ΔE to the lowest compared entry with this formula, charge and spin, kcal/mol: 78.9

Last column: Mulliken charge in e.
Atoms and positions in Å:
N 2.3336 21.0063 -15.4962  -0.27
C 2.9017 20.4779 -14.4340  0.59
N 3.1599 21.2943 -13.4723  -0.32
O 3.2157 19.3318 -14.3236  -0.70
H 2.1067 21.9893 -15.4485  0.17
H 1.8009 20.3644 -16.0656  0.16
H 2.6311 22.1479 -13.3637  0.22
H 3.7400 20.9973 -12.7007  0.19
N 4.2860 17.5033 -19.0885  -0.49
C 4.1254 18.1376 -17.9743  0.55
N 3.4510 17.4874 -17.0551  -0.30
O 4.6755 19.2080 -17.7929  -0.51
H 3.7345 16.7095 -19.3815  0.20
H 4.5095 18.1851 -19.7994  0.26
H 3.2678 17.9064 -16.1546  0.18
H 3.1587 16.5275 -17.1705  0.15
N 4.7649 23.5586 -23.0675  -0.39
C 5.4207 22.8226 -22.2343  0.65
N 5.6236 23.4534 -21.1282  -0.25
O 5.8469 21.7867 -22.5976  -0.63
H 4.6832 23.2051 -24.0101  0.22
H 4.6745 24.5542 -22.9234  0.15
H 6.2913 23.2126 -20.4097  0.08
H 5.4796 24.4517 -21.0753  0.16
N 1.8092 28.4333 -17.2701  -0.32
C 2.3538 29.5403 -17.6958  0.51
N 3.1104 29.2542 -18.6949  -0.28
O 2.2407 30.6343 -17.1910  -0.71
H 1.7923 27.6095 -17.8541  0.28
H 1.1929 28.6912 -16.5126  0.21
H 3.6485 30.0331 -19.0467  0.19
H 3.0145 28.3771 -19.1864  0.16
O 7.4790 24.1218 -14.5107  -0.48
C 6.7159 23.5424 -13.4629  0.19
C 7.4313 22.2847 -12.9491  -0.47
O 8.5368 22.5728 -12.1571  -0.57
H 7.2123 25.0391 -14.6061  0.25
H 6.5830 24.2889 -12.6798  0.43
H 5.7071 23.4231 -13.8582  -0.11
H 7.7257 21.4862 -13.6301  0.20
H 6.6970 22.0003 -12.1954  0.27
H 9.2998 22.6473 -12.7350  0.33
O -0.1939 27.5116 -22.0100  -0.52
C 0.9333 28.3507 -21.7094  -0.36
C 2.0797 27.4196 -21.2528  -0.70
O 1.9948 26.8962 -19.8931  -0.50
H -0.8680 28.0525 -22.4278  0.29
H 1.3075 28.9652 -22.5282  0.38
H 0.6655 29.0377 -20.9067  0.25
H 3.0806 27.8005 -21.4556  0.44
H 2.0383 26.5456 -21.9027  0.43
H 1.4588 26.1211 -19.7098  0.25
O 9.0155 22.6766 -16.9613  -0.59
C 8.0726 21.5932 -16.8317  0.52
C 8.8358 20.3087 -16.4900  -0.86
O 9.7917 19.9534 -17.4023  -0.53
H 8.5570 23.4262 -17.3478  0.27
H 7.2863 21.7361 -16.0905  -0.14
H 7.6383 21.4593 -17.8224  0.21
H 8.1888 19.4388 -16.6024  0.35
H 9.3623 20.1575 -15.5476  0.39
H 10.2523 19.2575 -16.9278  0.34
O 2.2184 24.0689 -17.5630  -0.23
C 3.5841 24.1483 -17.9675  -0.20
C 4.6494 23.5598 -17.0095  -0.04
O 4.9191 22.1986 -17.1585  -0.11
H 2.0508 24.8728 -17.0658  0.12
H 3.7263 23.7371 -18.9669  0.31
H 3.7646 25.2073 -18.1520  0.19
H 4.1921 23.6348 -16.0229  -0.21
H 5.4838 24.2518 -17.1234  0.26
H 4.2135 21.6303 -16.8410  0.01
O 0.7204 22.0687 -18.2563  -0.62
H 0.9470 22.9835 -18.4235  0.31
H 0.7436 21.9861 -17.3029  0.28
O 7.7163 26.4602 -18.2064  -0.64
H 8.0028 25.6641 -17.7588  0.31
H 7.3622 26.1523 -19.0407  0.31
O 1.6075 23.7294 -14.1182  -0.69
H 0.9745 24.3368 -14.5011  0.28
H 2.4265 24.2239 -14.0877  0.33
O 3.5217 25.6137 -14.5463  -0.56
H 3.4535 26.3909 -13.9917  0.22
H 4.4288 25.6157 -14.8518  0.26

Cartesian forces (eV/Å) of the 3 atoms listed first:
-1.3 1.0 -2.5
0.3 -1.4 -0.1
1.0 3.9 3.7



- Which formula does entry 2 have?
  C12H48N10O12



- Which of these has the highest ΔE to the lowest compared entry with this formula, charge and spin?
  C12H48N10O12